Formula: C6H13N2
Source: OMol25
Level of theory: the ωB97M-V functional and the def2-TZVPD basis

**Relative energy (zero: lowest compared OMol25 entry of this formula, charge and spin)**: 2.648 eV
**Orbital gap**: 9.665 eV
**HOMO level**: -12.664 eV
**Max |F|**: 3.656 eV/A
**Net charge**: +1
**E_LUMO**: -3.000 eV
**Energy**: -345.59870 hartree
**SMILES string**: C/C(N)=C1/[NH2+]C1(C)C

Geometry as XYZ:
```
21
C6H13N2 | OMol25 | the ωB97M-V functional and the def2-TZVPD basis
C 1.621 0.070 0.073
C 0.324 0.415 -0.032
C -1.078 0.091 -0.026
C 1.815 -1.412 0.091
C -1.853 -0.448 -1.314
C -1.736 -0.104 1.286
N 2.748 0.772 -0.081
N -0.567 1.546 -0.164
H 2.594 1.700 0.240
H 0.826 -1.804 0.159
H 2.357 -1.488 1.095
H 2.396 -1.618 -0.814
H -2.661 0.266 -1.367
H -2.079 -1.474 -1.001
H -1.102 -0.374 -2.136
H -1.702 -1.114 1.603
H -2.804 0.079 1.149
H -1.390 0.441 2.154
H 3.676 0.451 -0.251
H -0.611 2.270 0.537
H -0.775 1.736 -1.200
```